The molecule C8H12O at a distorted geometry, computed with wB97M-V/def2-TZVPD.

Values from the calculation:
- LUMO level: 1.0 eV
- Charge: 0
- Energy above the lowest of the compared OMol25 structures with the same formula, charge and spin: 139.3 kcal per mole
- Total energy: -387.0410 a.u.
- Molar mass: 124.2 g mol⁻¹

Geometry (Å):
C  1.851  3.660  -0.919
C  0.085  2.438  0.063
C  -0.690  1.397  0.251
C  -0.665  -0.031  -0.215
C  -1.520  -1.026  0.146
C  -1.227  -2.521  -0.129
C  -0.417  -3.296  1.200
C  0.358  -2.898  0.018
H  2.011  4.395  0.013
H  2.779  3.600  -1.432
H  1.327  4.091  -1.755
H  0.002  3.484  0.622
H  -1.675  1.496  0.599
H  0.143  -0.223  -1.218
H  -2.306  -0.930  0.936
H  -2.039  -3.352  -0.573
H  -0.785  -4.352  1.484
H  -0.407  -2.399  2.025
H  0.829  -3.845  -0.586
H  1.061  -2.041  0.126
O  1.284  2.354  -0.657


A cluster of 4 separate species, C3H12O4 in total at a distorted geometry, computed with wB97M-V/def2-TZVPD.

Values from the calculation:
- LUMO level: 0.3 eV
- Charge: 0
- Energy above the lowest of the compared OMol25 structures with the same formula, charge and spin: 18.7 kcal per mole
- Total energy: -422.4317 a.u.
- Molar mass: 112.1 g mol⁻¹

Geometry (Å):
C  0.751  0.542  -0.127
C  -0.564  0.565  0.078
O  -1.501  1.138  -0.708
C  -1.161  -0.207  1.227
H  1.410  0.281  0.689
H  1.223  0.880  -1.042
H  -1.315  2.072  -0.890
H  -0.463  -0.748  1.858
H  -1.914  -0.889  0.827
H  -1.695  0.486  1.884
H  -0.032  -3.587  -0.200
H  0.156  -2.000  -0.179
O  0.614  -2.860  -0.142
H  -1.687  4.375  -1.678
H  -1.767  4.603  -0.215
O  -1.931  3.924  -0.870
H  2.722  -2.874  0.354
H  3.535  -2.843  -0.912
O  3.618  -2.857  0.045


A structure of composition CH33O16Pd at a distorted geometry, computed with wB97M-V/def2-TZVPD.

Values from the calculation:
- LUMO level (alpha / beta): -3.4 / -3.6 eV
- Charge: +1
- Total energy: -1388.8991 a.u.
- Molar mass: 407.7 g mol⁻¹
- 2S+1: 3
- <S²>: 2.0043

Geometry (Å):
Pd  0.026  1.124  1.944
C  -0.340  -0.299  0.034
O  -0.918  0.027  1.309
H  -1.202  -0.693  -0.529
H  0.454  -1.090  0.220
H  0.080  0.702  -0.262
O  1.577  0.595  2.185
H  2.026  0.493  3.031
H  2.299  0.747  1.494
O  0.215  2.689  1.312
H  -0.245  3.431  1.749
H  0.624  3.138  0.580
O  -3.204  -0.120  -2.488
H  -2.875  0.580  -2.994
H  -3.175  -0.066  -1.531
O  -3.471  0.157  0.135
H  -2.663  0.201  0.652
H  -4.132  0.208  0.807
O  -2.344  -2.242  1.274
H  -1.808  -1.479  1.115
H  -2.452  -2.682  0.420
O  0.127  -3.445  1.553
H  -0.629  -3.425  2.104
H  0.292  -4.387  1.472
O  0.219  -3.077  -1.293
H  -0.130  -3.908  -1.722
H  -0.071  -3.169  -0.383
O  2.687  -2.081  0.636
H  1.872  -2.099  1.088
H  3.233  -2.684  1.132
O  3.025  -0.847  -1.788
H  2.275  -0.863  -2.326
H  2.817  -1.331  -0.985
O  -0.577  1.574  3.578
H  -1.523  1.695  3.750
H  -0.222  1.243  4.396
O  -2.338  2.430  -1.168
H  -2.084  3.228  -0.706
H  -2.551  1.812  -0.453
O  2.850  1.300  -0.096
H  3.750  1.510  0.173
H  2.950  0.636  -0.779
O  -0.048  1.654  -2.439
H  -0.898  1.782  -2.061
H  0.008  0.715  -2.217
O  1.750  3.687  -0.570
H  1.973  2.758  -0.770
H  1.695  4.173  -1.407
O  0.418  -1.043  -3.001
H  0.363  -1.498  -3.848
H  0.315  -1.739  -2.319


The molecule C3H6N2, computed with wB97M-V/def2-TZVPD.

Values from the calculation:
- LUMO level (alpha / beta): 0.9 / 0.9 eV
- Charge: 0
- Energy above the lowest of the compared OMol25 structures with the same formula, charge and spin: 99.4 kcal per mole
- Total energy: -227.2665 a.u.
- Molar mass: 70.1 g mol⁻¹

Geometry (Å):
C  -1.157  0.208  0.406
N  -0.489  -0.794  -0.241
C  0.693  -0.466  -0.930
C  1.610  0.475  0.040
N  0.980  1.060  0.903
H  0.375  1.396  1.622
H  -1.892  -0.130  1.136
H  -1.477  1.039  -0.221
H  -0.391  -1.630  0.322
H  1.242  -1.349  -1.254
H  0.506  0.192  -1.783


A cluster of 2 separate species, C5H12NO in total at a distorted geometry, computed with wB97M-V/def2-TZVPD.

Values from the calculation:
- LUMO level: -5.5 eV
- Charge: +1
- Energy above the lowest of the compared OMol25 structures with the same formula, charge and spin: 46.2 kcal per mole
- Total energy: -327.3860 a.u.
- Molar mass: 102.2 g mol⁻¹

Geometry (Å):
C  -2.855  1.457  -0.893
C  -1.412  1.911  -1.006
C  -0.420  0.842  -0.634
C  0.160  0.764  0.565
N  1.063  -0.313  0.813
C  1.299  -0.879  1.945
H  -3.041  0.488  -1.367
H  -3.168  1.175  0.125
H  -3.678  2.072  -1.258
H  -1.262  2.238  -2.025
H  -1.177  2.708  -0.296
H  -0.373  0.025  -1.358
H  -0.208  1.279  1.442
H  1.126  -0.986  0.046
H  1.393  -0.270  2.840
H  1.397  -1.952  2.005
H  3.752  -4.259  -0.575
H  4.019  -2.801  -0.243
O  3.385  -3.496  -0.127


A structure of composition C46H100ClF7N9O5P2S at a distorted geometry, computed with wB97M-V/def2-TZVPD.

Values from the calculation:
- LUMO level: -3.7 eV
- Charge: +1
- Total energy: -4920.9450 a.u.
- Molar mass: 1121.8 g mol⁻¹

Geometry (Å):
C  -3.555  -2.331  7.720
C  -3.078  -0.883  7.081
C  -1.417  -0.802  7.078
O  -1.025  -0.095  5.835
C  0.280  0.602  6.029
C  0.918  1.400  4.789
O  2.127  2.083  5.214
C  2.639  1.870  6.543
C  4.068  2.737  6.647
C  5.246  1.875  7.449
C  1.515  0.581  3.441
C  0.613  -0.723  3.243
C  0.587  -1.689  1.974
N  1.709  -2.658  1.750
N  -0.582  -2.665  2.314
N  0.058  -1.097  0.650
O  2.929  0.596  3.730
C  3.652  -0.624  3.873
C  3.484  -1.460  5.285
N  1.493  1.658  2.319
C  2.666  1.625  1.317
C  2.971  0.244  0.564
O  2.526  0.099  -0.716
C  0.837  3.046  2.576
C  2.073  4.141  2.692
C  1.745  5.719  2.936
N  1.632  6.696  1.936
C  -0.087  3.682  1.377
F  -1.025  4.775  1.847
F  0.723  4.397  0.308
C  -0.994  2.738  0.434
F  -1.567  1.506  0.944
F  -0.155  2.315  -0.756
C  -2.278  3.546  -0.280
F  -3.453  3.668  0.626
F  -2.726  2.609  -1.379
F  -1.884  4.796  -0.961
C  0.089  2.657  4.042
P  0.248  4.014  5.449
S  -0.935  5.574  5.107
P  -1.845  2.635  4.093
O  -2.575  1.148  3.616
Cl  -2.555  2.722  6.151
H  -3.077  -2.507  8.794
H  -4.741  -2.298  7.783
H  -3.187  -3.161  6.977
H  -3.477  0.004  7.738
H  -3.420  -0.797  5.963
H  -0.916  -1.877  7.160
H  -1.123  -0.225  8.054
H  0.016  1.311  6.955
H  0.985  -0.302  6.372
H  1.967  2.329  7.417
H  2.930  0.780  6.847
H  4.451  2.821  5.533
H  3.914  3.790  7.134
H  6.051  2.663  7.828
H  4.820  1.344  8.416
H  5.820  1.121  6.760
H  -0.521  -0.349  3.330
H  0.743  -1.425  4.202
H  2.351  -2.424  0.975
H  2.175  -2.997  2.612
H  -1.457  -2.123  2.484
H  -0.336  -3.112  3.241
H  -0.958  -1.295  0.532
H  0.581  -1.613  -0.094
H  4.810  -0.309  3.889
H  3.606  -1.413  3.011
H  2.393  -1.752  5.566
H  4.063  -2.490  5.111
H  4.087  -0.937  6.173
H  0.795  1.150  1.708
H  2.324  2.408  0.479
H  3.661  2.068  1.743
H  3.610  -0.647  0.974
H  2.865  3.866  3.543
H  2.768  4.220  1.724
H  1.632  6.198  4.026
H  1.423  7.623  2.394
H  0.083  3.469  6.772
H  1.597  4.599  5.475
H  -3.531  1.117  3.925
C  -6.315  -3.034  0.823
C  -5.840  -1.799  0.062
N  -4.539  -1.965  -0.591
C  -3.975  -0.703  -1.083
C  -4.726  0.017  -2.198
C  -4.411  -3.101  -1.506
C  -5.375  -3.169  -2.687
H  -5.574  -3.350  1.566
H  -7.246  -2.807  1.353
H  -6.519  -3.875  0.154
H  -5.767  -0.986  0.794
H  -6.617  -1.507  -0.653
H  -2.940  -0.869  -1.406
H  -3.892  -0.014  -0.232
H  -4.583  -0.471  -3.163
H  -4.340  1.038  -2.301
H  -5.798  0.097  -1.998
H  -4.520  -4.025  -0.925
H  -3.384  -3.149  -1.889
H  -6.405  -2.933  -2.405
H  -5.378  -4.185  -3.099
H  -5.072  -2.502  -3.496
C  -4.852  -2.824  -10.317
C  -5.538  -3.868  -9.440
N  -4.842  -4.138  -8.180
C  -5.355  -5.321  -7.480
C  -6.791  -5.271  -6.968
C  -4.571  -2.980  -7.325
C  -5.764  -2.148  -6.863
H  -3.815  -3.106  -10.529
H  -5.379  -2.739  -11.274
H  -4.858  -1.832  -9.855
H  -5.581  -4.794  -10.026
H  -6.575  -3.557  -9.271
H  -4.690  -5.563  -6.640
H  -5.267  -6.180  -8.158
H  -6.880  -4.652  -6.075
H  -7.116  -6.279  -6.687
H  -7.492  -4.905  -7.723
H  -3.879  -2.315  -7.856
H  -4.004  -3.301  -6.442
H  -6.481  -1.957  -7.665
H  -5.413  -1.174  -6.503
H  -6.288  -2.621  -6.030
C  -1.493  -2.850  -4.386
C  -0.149  -2.205  -4.059
N  0.911  -3.164  -3.741
C  2.107  -2.533  -3.170
C  2.893  -1.577  -4.061
C  1.173  -4.200  -4.741
C  1.561  -3.745  -6.144
H  -1.827  -3.502  -3.572
H  -2.253  -2.074  -4.528
H  -1.452  -3.436  -5.309
H  -0.314  -1.557  -3.190
H  0.135  -1.547  -4.888
H  2.788  -3.311  -2.803
H  1.803  -1.983  -2.269
H  3.480  -2.111  -4.809
H  3.603  -1.006  -3.451
H  2.249  -0.852  -4.569
H  0.280  -4.832  -4.824
H  1.946  -4.883  -4.367
H  0.945  -2.918  -6.506
H  1.431  -4.576  -6.847
H  2.610  -3.450  -6.198
C  5.689  2.146  -1.768
C  5.552  3.573  -1.242
N  6.641  3.987  -0.354
C  6.363  5.244  0.351
C  6.230  6.510  -0.490
C  7.999  3.861  -0.886
C  8.328  4.615  -2.171
H  5.777  1.429  -0.945
H  4.800  1.879  -2.351
H  6.555  2.033  -2.426
H  4.607  3.616  -0.688
H  5.446  4.252  -2.096
H  7.133  5.410  1.116
H  5.432  5.116  0.918
H  7.200  6.869  -0.836
H  5.795  7.311  0.119
H  5.575  6.371  -1.355
H  8.205  2.797  -1.055
H  8.724  4.151  -0.114
H  7.540  4.528  -2.924
H  9.243  4.205  -2.612
H  8.516  5.673  -1.982


The molecule C6H10 at a distorted geometry, computed with wB97M-V/def2-TZVPD.

Values from the calculation:
- LUMO level: 0.7 eV
- Charge: 0
- Energy above the lowest of the compared OMol25 structures with the same formula, charge and spin: 38.0 kcal per mole
- Total energy: -234.5420 a.u.
- Molar mass: 82.1 g mol⁻¹

Geometry (Å):
C  1.398  -0.822  -0.293
C  0.049  -0.444  0.267
C  -0.801  0.194  -0.593
C  -0.442  0.492  -2.003
C  -0.936  0.477  2.313
C  -0.028  -0.324  1.724
H  1.973  -1.406  0.425
H  1.301  -1.293  -1.274
H  2.036  0.041  -0.532
H  -1.773  0.515  -0.242
H  -1.206  0.993  -2.595
H  0.475  1.089  -2.151
H  -0.203  -0.498  -2.424
H  -1.583  1.160  1.777
H  -1.158  0.407  3.377
H  0.898  -0.580  2.224


The molecule C19H28N2O3 at a distorted geometry, computed with wB97M-V/def2-TZVPD.

Values from the calculation:
- LUMO level: 0.5 eV
- Charge: 0
- Energy above the lowest of the compared OMol25 structures with the same formula, charge and spin: 451.1 kcal per mole
- Total energy: -1075.3859 a.u.
- Molar mass: 332.4 g mol⁻¹

Geometry (Å):
O  2.034  3.971  0.748
H  1.478  3.157  1.017
C  2.816  3.198  -0.294
C  2.037  2.412  -1.228
H  2.752  2.147  -2.233
H  1.183  3.107  -1.574
C  1.490  1.383  -0.433
N  1.047  1.417  0.837
C  -0.412  1.365  0.793
C  -1.052  1.899  -0.612
N  -0.508  1.053  -1.487
C  0.796  0.323  -1.257
H  1.232  0.145  -2.473
H  0.369  -0.636  -0.751
C  -1.427  0.303  -2.456
C  -2.176  -0.687  -1.567
C  -1.621  -1.972  -1.799
C  -2.072  -3.040  -0.905
C  -3.098  -3.153  -0.040
C  -3.758  -1.685  0.095
C  -3.113  -0.687  -0.780
H  -3.763  0.370  -0.514
H  -4.568  -1.617  0.764
H  -3.551  -3.726  0.669
O  -1.076  -4.464  -1.126
C  -0.373  -3.940  -2.165
O  -0.508  -2.398  -2.596
H  -0.465  -4.600  -2.956
H  0.642  -3.916  -1.705
H  -1.127  -0.010  -3.316
H  -2.293  0.935  -2.634
H  -0.594  2.921  -0.730
H  -2.157  1.860  -0.515
H  -0.849  0.433  0.832
H  -0.930  2.065  1.547
C  1.400  0.550  2.132
C  0.929  0.996  3.236
C  1.602  0.807  4.521
H  2.000  1.528  5.121
C  3.095  0.335  3.854
H  2.986  -0.730  3.559
H  3.889  0.813  4.373
C  2.970  0.984  2.286
H  3.157  2.076  2.201
H  3.719  0.395  1.615
H  1.348  -0.199  4.879
H  -0.252  0.660  3.356
H  0.556  2.196  3.141
H  1.326  -0.518  1.826
H  2.503  0.628  -0.110
H  3.317  4.120  -0.877
H  3.761  2.741  0.144


The ion CH3N4 with charge +1 at a distorted geometry, computed with wB97M-V/def2-TZVPD.

Values from the calculation:
- LUMO level (alpha / beta): -4.9 / -8.0 eV
- Charge: +1
- Energy above the lowest of the compared OMol25 structures with the same formula, charge and spin: 31.5 kcal per mole
- Total energy: -258.4141 a.u.
- Molar mass: 71.1 g mol⁻¹
- 2S+1: 3
- <S²>: 2.0104

Geometry (Å):
C  0.670  -0.103  -0.064
N  0.107  0.906  -0.233
N  -1.149  1.265  -0.768
N  -1.926  0.784  0.013
N  1.496  -0.974  0.363
H  -2.879  1.019  -0.263
H  1.428  -1.594  1.133
H  2.253  -1.302  -0.181


A structure of composition C3H7NO3 at a distorted geometry, computed with wB97M-V/def2-TZVPD.

Values from the calculation:
- LUMO level (alpha / beta): -0.7 / -0.7 eV
- Charge: 0
- Energy above the lowest of the compared OMol25 structures with the same formula, charge and spin: 138.3 kcal per mole
- Total energy: -398.8172 a.u.
- Molar mass: 105.1 g mol⁻¹

Geometry (Å):
C  2.049  -0.652  0.067
C  -1.872  -0.683  -0.344
N  -0.574  -0.454  0.171
C  -0.114  0.858  0.368
O  0.959  -0.064  -0.641
O  -0.279  1.866  -0.559
O  -0.179  1.184  1.580
H  -0.265  2.687  -0.045
H  2.262  -1.623  -0.384
H  2.920  -0.013  -0.100
H  1.849  -0.742  1.137
H  -2.393  -1.197  0.483
H  -2.461  0.215  -0.548
H  -1.902  -1.381  -1.183


A structure of composition C4H2BeLiO2 at a distorted geometry, computed with wB97M-V/def2-TZVPD.

Values from the calculation:
- LUMO level (alpha / beta): -0.9 / -0.7 eV
- Charge: 0
- Energy above the lowest of the compared OMol25 structures with the same formula, charge and spin: 0.0 kcal per mole
- Total energy: -326.2384 a.u.
- Molar mass: 98.0 g mol⁻¹
- 2S+1: 2
- <S²>: 0.7689

Geometry (Å):
H  2.396  -1.166  1.643
O  1.915  0.706  1.007
C  1.638  -0.491  1.210
C  0.386  -1.013  0.793
C  -0.797  -1.044  0.358
Li  0.255  1.331  0.047
O  -2.513  0.700  -1.179
C  -1.289  0.846  -1.490
Be  -2.321  -0.394  0.307
H  -1.168  0.981  -2.602


A structure of composition C2H3ClI2O2S at a distorted geometry, computed with wB97M-V/def2-TZVPD.

Values from the calculation:
- LUMO level: -0.6 eV
- Charge: 0
- Energy above the lowest of the compared OMol25 structures with the same formula, charge and spin: 13.2 kcal per mole
- Total energy: -1682.1762 a.u.
- Molar mass: 380.4 g mol⁻¹

Geometry (Å):
C  0.706  0.738  0.014
C  1.281  0.067  0.986
O  -1.885  -0.619  3.719
O  -1.739  0.142  1.483
S  -1.094  -0.629  2.502
Cl  -1.876  -3.250  1.797
I  1.998  -1.838  0.680
I  1.293  0.895  2.891
H  0.056  1.601  0.341
H  0.713  0.285  -0.897
H  -3.059  -3.570  1.490